1.
DFT (the ωB97M-V functional and the def2-TZVPD basis) results for a 3-piece molecular cluster, C4H13N2S overall in a non-equilibrium geometry.

Calculated values
**Spin multiplicity**: 2
**Orbital gap (alpha / beta)**: 8.919 / 6.013 eV
**<S²>**: 0.755
**Energy relative to the best compared isomer or geometry (same formula, charge and spin)**: 57.5 kcal per mole
**E**: -667.75276 a.u.
**Highest occupied orbital energy (alpha / beta)**: -8.3 / -8.2 eV
**Charge**: 0

Geometry as XYZ:
```
20
C4H13N2S the ωB97M-V functional and the def2-TZVPD basis
N -4.14725 -1.39063 0.25081
C 1.70873 -0.18846 -1.31253
C 2.55986 0.14459 -2.26258
S -1.40345 -1.25495 0.15340
C 0.96565 0.76380 -0.44873
N 1.05109 0.37624 0.95979
C 0.91118 1.27861 2.12588
H -3.42425 -1.96299 -0.13737
H -4.60727 -0.73766 -0.41991
H -3.90407 -0.85251 1.14304
H 1.43554 -1.23471 -1.14779
H 2.83385 1.19825 -2.34505
H 2.72656 -0.54711 -3.06577
H -1.02043 -2.35963 -0.62508
H 1.25089 1.91319 -0.48768
H -0.11578 0.80714 -0.74134
H 0.50802 -0.45476 1.16544
H 0.07546 1.97839 1.82929
H 1.80195 1.87586 2.38095
H 0.79372 0.64732 2.98524
```

2.
DFT (the ωB97M-V functional and the def2-TZVPD basis) results for an isolated ion of composition CH3N2S3 and charge +1 in a non-equilibrium geometry.

Calculated values
**Orbital gap (alpha / beta)**: 6.971 / 6.758 eV
**Energy relative to the best compared isomer or geometry (same formula, charge and spin)**: 27.1 kcal per mole
**E**: -1343.61057 a.u.
**Highest occupied orbital energy (alpha / beta)**: -13.2 / -13.2 eV
**SMILES**: [NH2+]=C=[NH+]SS[S-]
**Charge**: +1

Geometry as XYZ:
```
9
CH3N2S3 the ωB97M-V functional and the def2-TZVPD basis
N -0.54353 0.49264 -0.05044
C -0.20994 -0.09352 1.00326
N 0.64851 -1.01510 1.40465
S 0.80373 -1.66159 2.92861
S -1.24978 -1.48487 3.56401
S -1.77714 0.36070 3.19360
H 0.07794 0.30746 -0.86178
H -1.41390 1.11207 -0.13140
H 1.24165 -1.58940 0.69707
```

3.
DFT (the ωB97M-V functional and the def2-TZVPD basis) results for C20H18BBrCl2N8O2V as an isolated structure.

Calculated values
**Spin multiplicity**: 2
**Orbital gap (alpha / beta)**: 5.506 / 6.115 eV
**<S²>**: 0.763
**E**: -5824.31097 a.u.
**Highest occupied orbital energy (alpha / beta)**: -14.3 / -14.3 eV
**Charge**: +2

Geometry as XYZ:
```
53
C20H18BBrCl2N8O2V the ωB97M-V functional and the def2-TZVPD basis
V 0.45605 -0.18177 -0.87424
C -1.54613 3.01078 -2.82196
C -1.01199 1.74825 -2.85061
N -0.57027 1.39087 -1.61963
N -0.83429 2.45926 -0.79451
C -1.41504 3.42709 -1.49900
B -0.39916 2.37244 0.69632
N -1.02930 1.06195 1.25175
C -1.79279 0.87935 2.32993
C -2.03255 -0.48039 2.48473
C -1.36705 -1.08368 1.43864
N -0.76721 -0.14053 0.68135
N 1.15596 2.14481 0.66577
C 2.17741 2.91790 1.02815
C 3.37373 2.30148 0.66382
C 2.99862 1.13466 0.03959
N 1.64790 1.04501 0.03726
N -0.75606 3.53535 1.54437
C -0.34561 3.79480 2.82565
C -1.14143 4.78322 3.32634
C -2.04355 5.07416 2.27877
N -1.82781 4.31557 1.22624
H -1.98235 3.56106 -3.63655
H -0.92886 1.07411 -3.68396
H -1.71681 4.33404 -1.00162
H -2.12189 1.72385 2.91464
H -2.61262 -0.95856 3.25393
H -1.27746 -2.12764 1.19726
H 2.00484 3.86504 1.51275
H 4.37157 2.66376 0.83766
H 3.60072 0.34840 -0.38874
H 0.46243 3.24957 3.28738
H -1.08294 5.24030 4.29851
H -2.83870 5.80208 2.26091
Br -2.93262 -5.25475 0.41837
C -1.08164 -5.30158 0.08003
C -0.36527 -6.48274 0.23550
C 0.99615 -6.50558 -0.03429
C 1.64891 -5.35802 -0.45259
C 0.92378 -4.17364 -0.57797
C -0.44478 -4.14472 -0.32277
C 1.64713 -2.98746 -1.03353
O 2.64389 -2.90477 -1.66847
O 1.10684 -1.73752 -0.55161
H -0.87353 -7.38061 0.55962
H 1.54823 -7.42755 0.08348
H 2.70882 -5.36623 -0.66678
H -1.02597 -3.24876 -0.47983
Cl -0.58297 -1.50993 -3.03125
C 0.99389 -1.29803 -3.84604
Cl 1.89991 -0.01756 -2.98284
H 0.82150 -0.96789 -4.86390
H 1.56035 -2.21925 -3.77602
```

4.
DFT (the ωB97M-V functional and the def2-TZVPD basis) results for C40H38AlN5SSb2 as an isolated structure in a non-equilibrium geometry.

Calculated values
**Orbital gap**: 4.365 eV
**Energy relative to the best compared isomer or geometry (same formula, charge and spin)**: 1.2 kcal per mole
**E**: -2941.95388 a.u.
**Highest occupied orbital energy**: -5.8 eV
**Charge**: 0

Geometry as XYZ:
```
87
C40H38AlN5SSb2 the ωB97M-V functional and the def2-TZVPD basis
Al -0.28714 -1.10033 2.07067
N 0.24090 2.49320 4.35833
C 0.24262 1.22356 3.90626
S -1.27302 0.58039 3.32578
N 1.38407 0.57146 3.91495
N 1.23606 -0.64609 3.37167
C 2.06303 -1.59949 3.61217
C 1.58643 -2.89833 3.19207
C 2.28697 -4.09152 3.32894
C 1.66583 -5.27596 2.99292
C 0.35351 -5.25317 2.52100
C -0.26969 -4.03414 2.37251
N 0.32588 -2.88559 2.70105
H -0.64942 2.90282 4.57928
H 1.05728 2.80993 4.85875
H 2.98755 -1.45742 4.15831
H 3.30428 -4.06386 3.69530
H 2.19658 -6.21445 3.08257
H -0.17162 -6.16470 2.27735
H -1.27413 -3.93637 1.97579
C 0.02465 2.77086 0.39184
C 1.52350 2.89320 0.08193
C 2.38953 1.78047 0.67939
Sb 1.66873 -0.20562 0.18783
C 2.06364 -0.05228 -1.92345
C 1.18933 -0.59398 -2.85960
C 1.43151 -0.43434 -4.21595
C 2.54437 0.27603 -4.64520
C 3.43081 0.79884 -3.71499
C 3.19497 0.62576 -2.35737
C 3.47420 -1.33020 0.56981
C 4.59632 -0.82446 1.22005
C 5.70607 -1.62993 1.44785
C 5.70451 -2.95125 1.02352
C 4.59058 -3.46707 0.37492
C 3.48111 -2.66248 0.16014
Sb -1.04373 1.48182 -1.01259
C -2.98921 1.68779 -0.13529
C -3.24328 2.42607 1.01403
C -4.51366 2.43082 1.57475
C -5.53843 1.70043 0.99083
C -5.29405 0.96827 -0.16220
C -4.02337 0.95612 -0.71634
C -1.29945 3.01774 -2.52280
C -0.21667 3.30419 -3.35354
C -0.35217 4.17027 -4.42944
C -1.58499 4.74524 -4.70316
C -2.67134 4.46267 -3.88751
C -2.52876 3.60649 -2.80306
H -0.45283 3.75046 0.34934
H -0.12508 2.36157 1.39334
H 1.88517 3.85010 0.47304
H 1.68204 2.93036 -1.00115
H 2.37317 1.83594 1.77026
H 3.42372 1.89479 0.34858
H 0.31226 -1.13448 -2.52393
H 0.74615 -0.85657 -4.94017
H 2.72211 0.42383 -5.70283
H 4.30647 1.34469 -4.04367
H 3.90507 1.02039 -1.63893
H 4.60654 0.20716 1.55605
H 6.57781 -1.22720 1.94940
H 6.57283 -3.57620 1.19206
H 4.58189 -4.49880 0.04365
H 2.60937 -3.07718 -0.33991
H -2.45034 2.99821 1.48042
H -4.70063 3.00474 2.47499
H -6.52133 1.69664 1.44531
H -6.08834 0.39147 -0.61887
H -3.82717 0.35902 -1.59980
H 0.74525 2.82999 -3.17670
H 0.49838 4.39145 -5.06331
H -1.70350 5.40231 -5.55576
H -3.63549 4.90953 -4.09851
H -3.38818 3.40030 -2.17522
N -1.09381 -1.50613 0.56795
C -2.32925 -1.81334 0.12347
C -3.48801 -1.81487 0.95007
C -4.73816 -2.13556 0.45801
C -4.91661 -2.45483 -0.88480
C -3.80648 -2.44816 -1.72276
C -2.54646 -2.14182 -1.24095
H -3.35096 -1.55178 1.99613
H -5.59189 -2.12668 1.12777
H -5.89774 -2.71308 -1.26312
H -3.92757 -2.68554 -2.77484
H -1.68906 -2.15215 -1.90469
```

5.
DFT (the ωB97M-V functional and the def2-TZVPD basis) results for a 2-piece molecular cluster, C8H19N3 overall in a non-equilibrium geometry.

Calculated values
**Orbital gap**: 8.832 eV
**Energy relative to the best compared isomer or geometry (same formula, charge and spin)**: 18.2 kcal per mole
**E**: -480.41526 a.u.
**Highest occupied orbital energy**: -8.0 eV
**SMILES**: CC(C)(C)NC(C)(C)C.N#N
**Charge**: 0

Geometry as XYZ:
```
30
C8H19N3 the ωB97M-V functional and the def2-TZVPD basis
C 1.45283 -1.31117 -1.21143
C 1.35813 -0.25007 -0.15577
C 1.78026 1.03367 -0.89543
C 2.29317 -0.59108 0.99788
N 0.10363 -0.16902 0.53451
C -1.23660 0.58740 0.28673
C -1.68578 0.88149 -1.18111
C -2.25381 -0.31681 0.93861
C -1.05231 1.93687 1.08482
H 1.34217 -2.21446 -0.81673
H 0.60453 -1.13442 -2.02004
H 2.33615 -1.17489 -1.75383
H 0.89183 1.27399 -1.44226
H 2.51191 1.02316 -1.57358
H 1.98875 1.72679 -0.20570
H 3.19549 -0.49896 0.55437
H 2.31189 0.08543 1.74931
H 2.10185 -1.55340 1.47381
H 0.03583 -0.55200 1.43891
H -1.50699 -0.04935 -1.57918
H -2.68282 1.29860 -1.27574
H -1.02546 1.48049 -1.66002
H -1.82295 -0.67923 1.91242
H -2.23261 -1.13150 0.23959
H -3.27001 0.05133 0.99509
H -0.40650 1.73268 1.88078
H -0.79581 2.73638 0.42150
H -2.01261 2.23808 1.46126
N -1.17515 -3.47130 -0.59583
N -1.14902 -2.98868 0.39707
```

> Which of these has the highest E?

C8H19N3